95
Properties=species:S:1:pos:R:3:mulliken_charge:R:1 method="wB97M-V/def2-TZVPD" homo_ev=-5.6 e_lumo_ev=1.2 e_above_lowest_kcal_mol=12.3 spin_multiplicity=1 charge=-1
Hg -38.13 -4.78 8.17 1.591
C -36.38 -3.84 10.80 0.057
C -35.62 -5.02 10.22 1.645
O -36.31 -5.63 9.16 -0.996
H -37.38 -4.13 11.15 -0.271
H -36.56 -3.09 10.03 0.253
H -35.79 -3.36 11.58 -0.327
H -35.43 -5.78 10.98 -0.243
H -34.62 -4.66 9.95 -0.534
S -39.96 -2.62 8.38 1.232
O -41.00 -2.72 9.42 -0.744
O -38.61 -2.73 9.01 -0.996
O -39.99 -3.75 7.43 -0.755
O -40.31 -1.34 7.74 -0.698
C -35.45 -5.97 14.48 -1.256
C -36.63 -5.00 14.32 0.071
O -37.09 -4.72 15.65 -0.670
H -35.02 -6.13 13.49 0.125
H -35.87 -6.87 14.92 0.415
H -34.68 -5.57 15.14 0.314
H -37.39 -5.59 13.80 0.346
H -36.43 -4.08 13.78 0.226
H -37.64 -3.94 15.59 0.351
C -32.63 -7.24 5.96 -1.460
C -33.13 -6.90 7.37 0.843
O -34.51 -7.18 7.37 -0.524
H -32.92 -8.26 5.73 0.331
H -31.54 -7.15 5.88 0.385
H -33.19 -6.67 5.22 0.313
H -32.84 -5.87 7.60 -0.124
H -32.61 -7.46 8.15 -0.021
H -34.93 -6.59 8.01 0.168
C -33.83 -1.55 13.39 -0.396
C -33.77 -2.29 14.72 0.273
O -32.47 -2.90 14.74 -0.543
H -34.00 -2.27 12.59 -0.295
H -32.89 -1.02 13.24 0.413
H -34.69 -0.87 13.39 0.194
H -34.52 -3.08 14.81 -0.231
H -33.96 -1.60 15.54 0.305
H -32.41 -3.47 15.51 0.294
C -32.30 -3.16 9.04 -0.706
C -31.87 -1.95 9.83 0.223
O -30.48 -2.05 10.16 -0.563
H -31.78 -3.36 8.10 0.354
H -33.32 -2.96 8.71 0.264
H -32.32 -4.07 9.63 0.065
H -32.46 -1.92 10.75 -0.310
H -32.17 -1.03 9.34 0.333
H -30.43 -2.47 11.02 0.336
C -39.97 -8.06 10.00 -1.206
C -39.34 -6.83 10.65 0.280
O -39.61 -5.67 9.86 -0.306
H -41.05 -7.95 9.94 0.410
H -39.81 -8.94 10.62 0.360
H -39.53 -8.31 9.03 0.199
H -38.26 -6.98 10.68 -0.052
H -39.68 -6.69 11.68 0.224
H -40.52 -5.42 10.08 0.207
C -36.94 -10.77 9.15 -1.328
C -36.64 -9.30 8.86 0.129
O -36.48 -8.57 10.07 -0.669
H -37.90 -10.87 9.66 0.265
H -36.21 -11.20 9.84 0.312
H -36.96 -11.28 8.19 0.400
H -37.41 -8.89 8.20 0.396
H -35.73 -9.20 8.25 0.153
H -36.34 -7.64 9.83 0.035
C -32.00 -8.75 10.79 -1.450
C -33.48 -8.42 10.92 1.446
O -34.19 -9.61 11.29 -0.668
H -31.71 -9.22 9.85 0.306
H -31.66 -9.38 11.61 0.377
H -31.42 -7.83 10.84 0.343
H -33.88 -8.10 9.96 -0.534
H -33.64 -7.60 11.63 -0.181
H -35.06 -9.45 10.88 0.442
C -36.73 0.81 11.60 -1.183
C -37.08 -0.18 10.48 0.023
O -38.05 -1.07 10.99 -0.307
H -35.83 1.38 11.38 0.372
H -36.55 0.24 12.52 0.149
H -37.59 1.46 11.71 0.344
H -36.19 -0.67 10.07 0.214
H -37.53 0.33 9.63 0.293
H -38.13 -1.80 10.34 0.045
C -40.31 -3.82 14.03 -1.519
C -39.63 -3.05 12.92 0.816
O -38.52 -2.28 13.39 -0.584
H -41.26 -4.23 13.69 0.371
H -40.58 -3.15 14.85 0.352
H -39.61 -4.59 14.37 0.318
H -40.31 -2.35 12.43 0.505
H -39.21 -3.74 12.18 -0.672
H -38.20 -1.70 12.67 0.516